1.
{"formula": "C5H5NOS", "method": "ωB97M-V/def2-TZVPD", "symbols": ["C", "C", "C", "C", "C", "H", "H", "H", "H", "H", "N", "O", "S"], "positions_angstrom": [[0.9461, -0.2078, -0.2645], [0.7771, 0.2803, -1.6584], [-0.2926, 1.0730, -1.6211], [0.1726, 0.8270, 0.5358], [-0.6011, 0.3943, 1.6561], [-0.8034, -1.9259, -0.7471], [1.9777, -0.2347, 0.1559], [1.4036, 0.2061, -2.5710], [-0.7363, 1.4087, -2.5832], [0.8285, 1.4990, 1.0939], [-1.2421, 0.4012, 2.6875], [-0.7365, 1.4454, -0.4076], [0.3691, -1.8454, -0.1743]], "lowdin_charge": [-0.66, -0.13, -0.16, -0.33, -0.17, -0.12, 0.13, 0.13, 0.14, 0.17, 0.17, 0.00, 0.83], "homo_lumo_gap_ev": 9.689, "smiles": "N#C[C@@H]1OC=C[C@@H]1S", "lumo_energy_ev": 0.587, "e_homo_ha": -0.3345}



2.
{"formula": "C3H2N2O2", "method": "ωB97M-V/def2-TZVPD", "symbols": ["C", "C", "C", "N", "N", "O", "O", "H", "H"], "positions_angstrom": [[-0.6004, -0.7919, -0.1715], [0.3983, -0.5429, 0.6663], [-0.7900, 0.4595, -1.0010], [0.9531, 0.7518, 0.5098], [0.1007, 1.4038, -0.6654], [-1.6476, 0.6023, -1.8446], [1.9447, 0.9542, 1.3588], [-1.1944, -1.6796, -0.2841], [0.8355, -1.1573, 1.4317]], "lowdin_charge": [0.06, -0.07, -0.55, -0.10, 0.23, 0.13, 0.05, 0.12, 0.13], "homo_lumo_gap_ev": [8.703, 7.226], "smiles": "O=C1C=C[N+]([O-])=N1", "lumo_energy_ev": [-2.430, -3.068], "e_homo_ha": [-0.4091, -0.3783]}